(1)
ORCA calculation (ωB97M-V/def2-TZVPD) on a molecular structure, C38H29Cl3F5N8O4RuS4Se in a non-equilibrium geometry.

Output
multiplicity: 2
max |F|: 1.96 eV/A
<S²>: 0.760
LUMO level (alpha / beta): -1.4664 / -1.4665 eV
ΔE to the lowest compared entry with this formula, charge and spin: 34.5 kcal per mole

Cartesian coordinates (Å):
Ru (-1.0935, -0.3258, -0.0257)
O (3.3278, -1.8101, 0.0474)
C (3.3893, -2.3070, 1.3033)
C (4.5618, -2.9621, 1.6811)
C (4.6842, -3.4949, 2.9486)
C (3.6422, -3.3866, 3.8662)
C (2.4847, -2.7316, 3.4962)
C (2.3366, -2.1797, 2.2222)
C (1.0845, -1.4662, 1.8535)
O (0.9212, -1.1494, 0.6232)
N (0.2151, -1.2223, 2.7876)
N (-0.9470, -0.5864, 2.3072)
C (-1.4052, 0.1380, 3.2626)
S (-0.5115, 0.2753, 4.7756)
C (-1.6018, 1.5401, 5.4763)
C (-3.0134, 1.2305, 5.0282)
S (-2.9649, 0.9565, 3.2409)
H (2.4058, -1.4730, -0.0566)
H (5.3611, -3.0387, 0.9557)
H (5.5997, -4.0029, 3.2260)
H (3.7356, -3.8107, 4.8568)
H (1.6593, -2.6262, 4.1880)
H (-1.2975, 2.5295, 5.1328)
H (-1.5081, 1.4961, 6.5614)
H (-3.6951, 2.0611, 5.2109)
H (-3.3941, 0.3363, 5.5213)
O (0.0215, 2.8776, -1.9027)
N (-1.1734, 3.0421, -2.3525)
C (-1.5887, 4.3050, -2.6494)
C (-2.8424, 4.5667, -3.1348)
C (-3.7291, 3.5091, -3.3304)
C (-3.3042, 2.2378, -3.0128)
C (-2.0234, 1.9847, -2.5110)
S (-1.5515, 0.3263, -2.2576)
H (-0.8274, 5.0482, -2.4694)
H (-3.1126, 5.5898, -3.3536)
H (-4.7254, 3.6764, -3.7153)
H (-3.9553, 1.3820, -3.1276)
F (-3.4845, -1.6277, -1.1072)
C (-2.7820, -1.5097, 0.0612)
F (-3.6243, -0.7914, 0.8995)
C (-2.8158, -2.9490, 0.6502)
F (-1.8852, -3.1433, 1.5951)
F (-4.0062, -3.2212, 1.2042)
F (-2.6182, -3.8678, -0.3126)
Se (-3.4026, 3.0742, 0.5005)
N (-2.1901, 4.2883, 0.9689)
C (-1.0127, 3.6994, 0.9635)
C (0.2714, 4.2417, 1.3077)
C (1.3357, 3.4078, 1.2441)
C (1.2002, 2.0332, 0.8104)
N (0.0664, 1.5231, 0.4586)
C (-1.0305, 2.3315, 0.5700)
N (-2.1908, 1.7850, 0.3064)
H (0.3608, 5.2746, 1.6152)
H (2.3262, 3.7545, 1.5041)
H (2.0722, 1.3930, 0.7450)
Cl (0.0185, 2.5051, -7.0095)
C (0.1282, 0.8426, -6.5268)
C (1.3243, 0.1596, -6.6744)
C (1.3797, -1.1550, -6.2622)
C (0.2900, -1.8318, -5.7051)
C (0.5846, -3.2589, -5.2411)
C (1.5792, -3.2547, -4.0548)
N (0.8844, -3.0371, -2.8042)
C (0.7837, -3.8907, -1.7286)
C (0.0397, -3.2397, -0.8029)
N (-0.3268, -2.0038, -1.2939)
C (0.2121, -1.9191, -2.4924)
O (-0.5873, -3.9349, -4.9041)
C (-0.4500, -5.3423, -4.7695)
C (-1.7826, -5.8691, -4.3604)
C (-2.7474, -6.3021, -5.2181)
Cl (-2.6183, -6.4245, -6.9269)
S (-4.2033, -6.7262, -4.4260)
C (-3.5365, -6.3090, -2.9030)
C (-2.2569, -5.8717, -3.0145)
C (-0.9106, -1.1171, -5.6049)
Cl (-2.4042, -1.7461, -4.9857)
C (-0.9804, 0.2169, -6.0037)
H (2.1881, 0.6501, -7.0993)
H (2.3155, -1.6910, -6.3771)
H (1.0824, -3.7837, -6.0711)
H (2.3261, -2.4742, -4.1932)
H (2.1157, -4.1998, -3.9867)
H (1.2679, -4.8517, -1.7121)
H (-0.2122, -3.5582, 0.1899)
H (0.1555, -1.0681, -3.1481)
H (0.2897, -5.5835, -3.9985)
H (-0.1176, -5.7810, -5.7178)
H (-4.1308, -6.3976, -2.0082)
H (-1.6607, -5.5325, -2.1767)
H (-1.9122, 0.7524, -5.8943)



(2)
ORCA calculation (ωB97M-V/def2-TZVPD) on 7 unconnected molecules or ions with the total composition C38H30BFO26S in a non-equilibrium geometry.

Output
max |F|: 7.14 eV/A
SMILES: O=C1C=C(O)C(=O)C=C1O.O=C1C=C(O)C(=O)C=C1O.O=C1C=C(O)C(=O)C=C1O.O=C1C=C(O)C(=O)C=C1O.O=C1C=C(O)C(=O)C=C1O.O=C1C=C(O)C(=O)C=C1O.CB(C)S(=O)(=O)F
LUMO level: -2.1801 eV
ΔE to the lowest compared entry with this formula, charge and spin: 99.6 kcal per mole

Cartesian coordinates (Å):
C (-1.6340, -4.0962, -1.6128)
B (-2.1155, -2.5093, -1.3613)
C (-0.8804, -1.4117, -1.2432)
S (-3.9684, -2.0390, -1.2552)
O (-4.8558, -3.2504, -0.8039)
O (-4.1791, -0.8239, -0.2906)
F (-4.4325, -1.6391, -2.8935)
H (-1.1171, -4.4372, -0.6168)
H (-2.5399, -4.7569, -1.9485)
H (-0.7705, -4.0180, -2.4239)
H (0.0105, -1.9177, -0.6307)
H (-1.2005, -0.3691, -0.8170)
H (-0.4550, -1.2721, -2.3467)
C (0.0152, -1.7755, -5.6259)
C (0.4524, -2.1217, -6.8382)
C (1.7232, -1.5735, -7.3879)
O (2.1091, -1.9248, -8.4973)
C (2.4729, -0.6127, -6.5637)
C (2.0336, -0.2639, -5.3529)
C (0.7775, -0.8332, -4.7924)
O (0.4089, -0.5074, -3.6689)
O (2.7318, 0.6407, -4.5741)
O (-0.2601, -3.0048, -7.6285)
H (-0.9056, -2.1680, -5.2131)
H (3.3855, -0.2083, -6.9826)
H (2.2125, 0.7264, -3.7450)
H (0.2623, -3.0950, -8.4551)
C (-2.7593, 3.4610, 2.6761)
C (-1.5502, 4.0124, 2.7985)
C (-0.4627, 3.7162, 1.8253)
O (0.6322, 4.2527, 1.9528)
C (-0.7521, 2.7716, 0.7350)
C (-1.9601, 2.2177, 0.6148)
C (-3.0552, 2.5353, 1.5719)
O (-4.1605, 2.0246, 1.4247)
O (-2.2380, 1.3271, -0.4059)
O (-1.2639, 4.8814, 3.8354)
H (-3.5595, 3.6693, 3.3751)
H (0.0525, 2.5514, 0.0451)
H (-3.1767, 1.0684, -0.2779)
H (-0.3270, 5.1447, 3.7038)
C (5.6368, -2.0025, -0.3972)
C (4.4038, -2.3656, -0.7559)
C (3.2198, -2.0077, 0.0734)
O (2.0973, -2.3390, -0.2916)
C (3.4519, -1.2624, 1.3205)
C (4.6853, -0.9023, 1.6808)
C (5.8657, -1.2364, 0.8375)
O (6.9851, -0.8758, 1.1857)
O (4.9108, -0.2041, 2.8529)
O (4.1811, -3.0881, -1.9137)
H (6.5060, -2.2540, -0.9917)
H (2.5846, -1.0242, 1.9229)
H (5.8817, -0.0610, 2.8886)
H (3.2096, -3.2259, -1.9523)
C (9.5407, 0.8559, -1.1314)
C (10.7498, 1.4073, -1.0090)
C (11.8373, 1.1110, -1.9823)
O (12.9322, 1.6475, -1.8547)
C (11.5479, 0.1665, -3.0726)
C (10.3399, -0.3874, -3.1928)
C (9.2448, -0.0698, -2.2357)
O (8.1395, -0.5806, -2.3828)
O (10.0620, -1.2780, -4.2134)
O (11.0361, 2.2762, 0.0278)
H (8.7405, 1.0641, -0.4325)
H (12.3525, -0.0537, -3.7625)
H (9.1233, -1.5368, -4.0855)
H (11.9730, 2.5395, -0.1037)
C (-5.2910, -3.8412, 2.4691)
C (-4.0434, -3.7998, 2.9406)
C (-3.7176, -4.2844, 4.3105)
O (-2.5587, -4.2513, 4.7092)
C (-4.8207, -4.7871, 5.1442)
C (-6.0689, -4.8252, 4.6737)
C (-6.3897, -4.3663, 3.2944)
O (-7.5435, -4.4307, 2.8835)
O (-7.1108, -5.2938, 5.4528)
O (-3.0060, -3.3051, 2.1717)
H (-5.5415, -3.4943, 1.4745)
H (-4.5730, -5.1195, 6.1441)
H (-7.9113, -5.2217, 4.8885)
H (-2.2045, -3.3829, 2.7338)
C (-7.8311, 6.4562, 4.7848)
C (-6.5910, 5.9965, 4.6071)
C (-6.1794, 5.3555, 3.3276)
O (-5.0276, 4.9598, 3.1869)
C (-7.1919, 5.2173, 2.2691)
C (-8.4329, 5.6739, 2.4482)
C (-8.8364, 6.3395, 3.7172)
O (-9.9793, 6.7654, 3.8454)
O (-9.3902, 5.5449, 1.4587)
O (-5.6414, 6.1003, 5.6070)
H (-8.1431, 6.9263, 5.7089)
H (-6.8844, 4.7335, 1.3509)
H (-10.2036, 5.9530, 1.8279)
H (-4.8264, 5.6977, 5.2355)



(3)
ORCA calculation (ωB97M-V/def2-TZVPD) on a molecular structure, C38H30GeN2O9SV in a non-equilibrium geometry.

Output
multiplicity: 2
max |F|: 2.10 eV/A
<S²>: 0.763
LUMO level (alpha / beta): -1.3642 / -0.8705 eV
ΔE to the lowest compared entry with this formula, charge and spin: 9.3 kcal per mole

Cartesian coordinates (Å):
V (-0.8316, 2.9025, 0.1569)
C (5.4660, -0.5898, -2.8842)
C (4.6800, 0.2520, -1.9116)
C (5.3151, 1.0358, -0.9553)
C (4.5902, 1.8107, -0.0587)
C (3.2038, 1.7897, -0.1190)
C (2.5432, 1.0085, -1.0686)
C (3.2861, 0.2532, -1.9529)
S (2.3539, 2.7275, 1.0973)
O (1.8613, 1.8247, 2.0878)
O (3.2081, 3.8228, 1.4536)
N (1.0816, 3.2993, 0.2256)
C (0.7946, 4.6431, -0.0521)
C (1.4526, 5.8240, 0.2983)
C (0.8743, 6.9934, -0.1308)
C (-0.3324, 7.0088, -0.8476)
C (-0.9440, 5.8231, -1.1071)
N (-0.3712, 4.6535, -0.7354)
H (6.5306, -0.5779, -2.6508)
H (5.3392, -0.2238, -3.9061)
H (5.1253, -1.6275, -2.8638)
H (6.3992, 1.0486, -0.9112)
H (5.0934, 2.4296, 0.6754)
H (1.4661, 0.9727, -1.1192)
H (2.7729, -0.3576, -2.6905)
H (2.3617, 5.7930, 0.8731)
H (1.3596, 7.9331, 0.1059)
H (-0.7842, 7.9343, -1.1734)
H (-1.8937, 5.7488, -1.6123)
O (-5.1721, 3.6567, 4.2960)
C (-4.3062, 3.6032, 3.4843)
C (-2.8090, 3.2649, 3.7462)
O (-2.3119, 3.0116, 4.8080)
C (-2.2322, 3.3239, 2.4087)
C (-3.1131, 3.5975, 1.4324)
O (-2.6506, 3.6256, 0.1923)
C (-4.4674, 3.8493, 1.9572)
O (-5.4654, 4.1768, 1.3840)
O (-0.9534, 3.1149, 1.9856)
O (-2.8229, 0.6473, 1.0945)
C (-1.6586, 0.5488, 0.9412)
O (-1.0150, 1.2424, -0.1794)
C (-0.7642, -0.2978, 1.8158)
C (-1.3266, -1.7211, 1.9395)
Ge (-1.0321, -2.8035, 0.3575)
C (-1.1993, -1.6982, -1.2198)
C (-2.4117, -1.0630, -1.5146)
C (-2.5136, -0.1877, -2.5908)
C (-1.4033, 0.0641, -3.3885)
C (-0.1936, -0.5608, -3.1130)
C (-0.0912, -1.4322, -2.0313)
C (-2.2990, -4.2454, 0.2952)
C (-2.4025, -5.0285, -0.8589)
C (-3.2957, -6.0924, -0.9164)
C (-4.1001, -6.3831, 0.1814)
C (-4.0127, -5.6108, 1.3326)
C (-3.1154, -4.5466, 1.3885)
C (0.7693, -3.5102, 0.4276)
C (0.9985, -4.8892, 0.3789)
C (2.2918, -5.4020, 0.4571)
C (3.3768, -4.5442, 0.5920)
C (3.1681, -3.1700, 0.6485)
C (1.8748, -2.6621, 0.5634)
H (-0.7586, 0.2062, 2.7847)
H (0.2611, -0.2846, 1.4537)
H (-2.3924, -1.6531, 2.1683)
H (-0.8358, -2.2507, 2.7587)
H (-3.2883, -1.2441, -0.8969)
H (-3.4577, 0.3005, -2.8034)
H (-1.4826, 0.7479, -4.2245)
H (0.6677, -0.3737, -3.7444)
H (0.8564, -1.9184, -1.8252)
H (-1.7879, -4.8044, -1.7270)
H (-3.3676, -6.6915, -1.8170)
H (-4.7988, -7.2106, 0.1368)
H (-4.6424, -5.8333, 2.1865)
H (-3.0592, -3.9519, 2.2957)
H (0.1629, -5.5757, 0.2853)
H (2.4498, -6.4747, 0.4181)
H (4.3825, -4.9454, 0.6604)
H (4.0070, -2.4915, 0.7639)
H (1.7418, -1.5853, 0.6074)



(4)
ORCA calculation (ωB97M-V/def2-TZVPD) on a molecular structure, C38H30IMnN6O2S2 in a non-equilibrium geometry.

Output
multiplicity: 4
total charge: +3
max |F|: 1.58 eV/A
<S²>: 3.806
LUMO level (alpha / beta): -9.3247 / -11.0836 eV
ΔE to the lowest compared entry with this formula, charge and spin: 4.9 kcal per mole

Cartesian coordinates (Å):
Mn (0.1049, -0.1642, -1.0323)
C (4.3553, -1.3368, -1.8840)
C (4.2531, 0.0014, -1.2608)
N (5.3313, 0.5914, -0.7768)
C (5.2166, 1.8012, -0.2442)
C (4.0075, 2.5634, -0.1599)
C (4.0688, 3.9509, 0.4198)
O (2.9739, 4.1133, 1.3065)
C (2.8562, 1.9674, -0.6136)
C (1.5463, 2.6239, -0.6405)
N (0.4336, 2.0017, -0.7809)
C (-0.7278, 2.8300, -0.7883)
C (-1.0088, 3.7592, 0.2038)
C (-2.1801, 4.5002, 0.1231)
C (-3.0616, 4.3165, -0.9334)
C (-2.7865, 3.3852, -1.9294)
C (-1.6185, 2.6545, -1.8269)
I (-1.0457, 1.2925, -3.2911)
C (2.9564, 0.6582, -1.1681)
O (1.9132, 0.1165, -1.6247)
H (5.4001, -1.5927, -2.0336)
H (3.8147, -1.3647, -2.8315)
H (3.8975, -2.0828, -1.2241)
H (6.1317, 2.2316, 0.1500)
H (4.0274, 4.6788, -0.4010)
H (5.0265, 4.0880, 0.9267)
H (3.0392, 4.9742, 1.7402)
H (1.5432, 3.7060, -0.5574)
H (-0.3245, 3.8855, 1.0346)
H (-2.4067, 5.2250, 0.8929)
H (-3.9716, 4.8980, -0.9883)
H (-3.4655, 3.2466, -2.7594)
S (1.8788, 0.3475, 5.7225)
C (3.2944, 1.2507, 6.0017)
C (3.6947, 1.9339, 4.8922)
C (2.8367, 1.7190, 3.7879)
C (1.7972, 0.8754, 4.0872)
C (0.7196, 0.4374, 3.2047)
C (0.9147, 0.4098, 1.8109)
N (-0.0216, 0.0018, 0.9617)
C (-1.2162, -0.4099, 1.4502)
C (-1.5116, -0.4186, 2.8147)
C (-2.8140, -0.8718, 3.2281)
C (-3.7241, -1.2966, 2.3253)
C (-3.4248, -1.3117, 0.9166)
C (-4.3008, -1.7688, -0.0731)
C (-3.9171, -1.7783, -1.4082)
C (-2.6328, -1.2857, -1.7097)
N (-1.7955, -0.8198, -0.7932)
C (-2.1757, -0.8481, 0.5045)
C (-4.7861, -2.2553, -2.4759)
C (-6.0172, -2.8466, -2.3504)
C (-6.5960, -3.1820, -3.5966)
C (-5.8016, -2.8417, -4.6482)
S (-4.3463, -2.1114, -4.1391)
C (-0.5136, 0.0195, 3.6885)
H (3.7624, 1.2300, 6.9730)
H (4.5656, 2.5719, 4.8753)
H (2.9602, 2.2133, 2.8349)
H (1.8709, 0.7004, 1.3971)
H (-3.0474, -0.8733, 4.2847)
H (-4.6956, -1.6452, 2.6505)
H (-5.2825, -2.1222, 0.2140)
H (-2.2950, -1.2586, -2.7361)
H (-6.5020, -3.0474, -1.4062)
H (-7.5597, -3.6547, -3.7088)
H (-5.9965, -2.9782, -5.6998)
H (-0.7089, 0.0370, 4.7544)
C (1.2181, -5.2759, -2.3738)
N (1.0909, -4.0870, -1.5191)
C (1.3740, -4.0226, -0.1800)
C (1.0860, -2.7571, 0.2252)
N (0.6285, -2.0517, -0.8663)
C (0.6467, -2.8883, -1.9016)
H (1.7941, -6.0225, -1.8360)
H (1.7401, -5.0113, -3.2893)
H (0.2322, -5.6729, -2.6016)
H (1.7464, -4.8714, 0.3673)
H (1.1778, -2.3242, 1.2052)
H (0.3527, -2.6567, -2.9130)



Among the records above, which one has the lowest ΔE to the lowest compared entry with this formula, charge and spin?
C38H30IMnN6O2S2